P:
C5H24N2O7 | ωB97M-V/def2-TZVPD

Its SMILES is C=C(N)C[C@H](N)CO.O.O.O.O.O.O. The calculation puts the HOMO-LUMO gap at 8.27 eV.

ORCA input file:
```
! RIJCOSX wB97M-V def2-TZVPD def2/J DEFGRID3
* xyz 0 1
C 1.87408 2.20938 0.23264
C 1.40732 1.02180 -0.17460
N 2.21625 0.17247 -0.93418
C -0.01479 0.62158 -0.17222
C -1.02582 1.64658 0.18542
N -1.12187 1.88563 1.66024
C -2.43285 1.03036 -0.15513
O -2.52851 -0.27763 0.34424
H 2.90488 2.43944 -0.05752
H 1.53465 2.98655 0.88550
H 3.17490 0.47335 -0.91386
H 1.86549 -0.77168 -1.02851
H -0.36628 0.09112 -1.07906
H -0.06165 -0.11360 0.63943
H -1.04524 2.60848 -0.28155
H -1.24778 0.98562 2.08541
H -0.19591 2.20253 1.92553
H -3.25947 1.74527 0.09827
H -2.63622 0.96602 -1.25661
H -3.19389 -0.33629 1.03506
O -0.80193 -0.77748 2.84227
H -1.48491 -1.00470 3.49394
H -0.05574 -1.10500 3.37921
O -1.06352 -1.40245 -3.65311
H -1.83965 -0.82765 -3.63862
H -0.31573 -1.38133 -3.08454
O -1.58978 -2.78912 0.80600
H -2.16188 -2.85931 0.02693
H -1.50620 -1.88364 1.15208
O 1.08891 1.02780 -3.71542
H 1.11177 1.63342 -2.97490
H 1.00224 0.13464 -3.39300
O 1.63818 -2.67321 -0.31564
H 1.54766 -3.33706 -1.00579
H 0.98664 -2.93779 0.34723
O 2.18797 -0.56017 2.44654
H 2.87440 0.09040 2.62247
H 2.53433 -0.93432 1.62586
*
```


Q:
C5H24N2O7 | ωB97M-V/def2-TZVPD

Its SMILES is CNC[C@@H](N)CC=O.O.O.O.O.O.O. The calculation puts the HOMO-LUMO gap at 9.70 eV.

ORCA input file:
```
! RIJCOSX wB97M-V def2-TZVPD def2/J DEFGRID3
* xyz 0 1
C -1.86991 -2.86841 -1.05611
N -1.36046 -1.70818 -0.27353
C -1.17105 -0.47544 -1.06930
C 0.33423 -0.31247 -1.46517
N 0.35550 0.53879 -2.66398
C 1.12917 0.28291 -0.25449
C 2.59031 0.32297 -0.70411
O 2.95180 -0.36205 -1.62464
H -1.32346 -3.02109 -1.96184
H -1.98519 -3.76198 -0.45349
H -2.87866 -2.55576 -1.41601
H -1.99973 -1.49372 0.49691
H -1.34045 0.34743 -0.36197
H -1.83385 -0.42627 -1.93527
H 0.64087 -1.30789 -1.79562
H 1.27782 0.54178 -3.09113
H -0.29624 0.24674 -3.37457
H 0.93849 -0.36615 0.61282
H 0.73458 1.25460 0.08630
H 3.23590 0.93157 -0.04098
O 0.76863 2.95586 -2.45868
H 0.33509 2.08890 -2.44616
H 0.90891 3.25653 -3.35897
O -0.22314 3.12491 0.16568
H 0.53197 3.02685 0.75989
H 0.21881 3.35198 -0.67291
O 0.77147 1.34543 3.84209
H 0.26669 1.80289 3.12976
H 1.23347 2.03732 4.32119
O 0.86193 -3.61656 1.33331
H 0.22898 -4.33909 1.42676
H 0.26935 -2.92396 0.97945
O -0.25686 -1.22468 2.70610
H 0.03444 -2.06068 3.08983
H 0.09916 -0.53957 3.28341
O -1.25897 2.14515 2.34862
H -1.69934 1.30185 2.47033
H -1.22024 2.45947 1.42645
*
```


We find Q to be the most stable, with the next structure 1.106 eV higher.


P:
C2H14O6 | ωB97M-V/def2-TZVPD

Its SMILES is CC=O.O.O.O.O.O. The calculation puts the HOMO-LUMO gap at 10.18 eV.

ORCA input file:
```
! RIJCOSX wB97M-V def2-TZVPD def2/J DEFGRID3
* xyz 0 1
C 0.90858 1.09103 0.08440
C 1.15068 2.42693 -0.51183
O 0.79314 2.62512 -1.66169
H 0.90749 0.26981 -0.59717
H 0.03978 0.88479 0.76913
H 1.59290 0.87915 0.86489
H 1.73844 3.09520 -0.05558
O -2.49433 1.94053 0.59801
H -2.53132 2.82584 0.32462
H -3.01892 1.47546 -0.09609
O -0.42016 -2.57015 -1.64597
H 0.17774 -1.99424 -1.18729
H 0.15502 -3.12974 -1.93063
O -1.58775 -1.17447 2.31728
H -1.32082 -1.94598 1.76859
H -1.12623 -1.14151 3.13610
O 2.19971 -1.88781 1.16026
H 2.69193 -2.51319 0.81896
H 2.46783 -1.81981 1.99737
O -1.07694 0.37001 -2.19179
H -0.26051 0.77604 -1.92876
H -0.98626 -0.48299 -2.03280
*
```


Q:
C2H14O6 | ωB97M-V/def2-TZVPD

Its SMILES is CC=O.O.O.O.O.O. The calculation puts the HOMO-LUMO gap at 10.81 eV.

ORCA input file:
```
! RIJCOSX wB97M-V def2-TZVPD def2/J DEFGRID3
* xyz 0 1
C -2.24410 -0.88424 0.13429
C -1.33905 -2.09584 0.60646
O -0.17410 -1.87662 0.57927
H -3.02684 -1.26065 -0.40963
H -1.75184 -0.29235 -0.62974
H -2.62678 -0.32652 0.98657
H -1.89854 -2.89823 0.96299
O -0.53102 1.17758 1.69574
H -0.09088 0.69447 1.03784
H -0.86187 2.01992 1.38600
O 1.37118 1.35693 -1.56046
H 1.70950 0.94205 -0.80358
H 1.06207 0.77835 -2.15146
O 0.10130 3.29198 0.49363
H 0.78852 2.81175 -0.02314
H 0.42939 3.64655 1.30554
O 0.65967 -1.46771 -1.79069
H 0.40157 -2.31082 -1.70445
H 0.96901 -1.03424 -0.91904
O 2.36730 -0.38079 0.35320
H 1.76878 -0.98839 0.72538
H 2.91673 -0.90318 -0.27471
*
```


We find Q to be the most stable, with the next structure 0.953 eV higher.


P:
C2H3N3 | ωB97M-V/def2-TZVPD

The calculation puts the HOMO-LUMO gap at 10.32 eV.

ORCA input file:
```
! RIJCOSX wB97M-V def2-TZVPD def2/J DEFGRID3
* xyz 0 1
C -0.66813 -2.05688 -0.54614
C 0.43644 -0.54958 -0.19922
N -1.17422 -3.04317 -0.69729
N -1.46873 0.44951 0.41698
N -0.24367 0.58048 0.22600
H 0.81645 -1.15790 0.61756
H 0.98288 -0.20112 -1.17883
H -1.80808 1.30145 0.86950
*
```


Q:
C2H3N3 | ωB97M-V/def2-TZVPD

The calculation puts the HOMO-LUMO gap at 10.85 eV.

ORCA input file:
```
! RIJCOSX wB97M-V def2-TZVPD def2/J DEFGRID3
* xyz 0 1
C -0.99438 -0.51906 -0.53264
C 0.92357 -0.12731 0.04131
H -1.96970 -1.12619 -0.41179
H 2.01037 -0.61095 0.29321
H 0.53943 1.91949 0.68262
N 0.22445 -1.23122 -0.37092
N 0.24609 0.95543 0.34616
N -0.97984 0.73981 -0.04795
*
```


R:
C2H3N3 | ωB97M-V/def2-TZVPD

Its SMILES is c1nnc[nH]1. The calculation puts the HOMO-LUMO gap at 10.74 eV.

ORCA input file:
```
! RIJCOSX wB97M-V def2-TZVPD def2/J DEFGRID3
* xyz 0 1
C 1.06298 -0.15849 0.07581
N 0.58138 -1.34920 0.29835
N -0.77817 -1.28368 0.11624
C -1.06937 -0.05550 -0.21091
N 0.06117 0.70597 -0.25256
H 2.10409 0.12600 0.13792
H -2.05780 0.32567 -0.42210
H 0.13917 1.68545 -0.47350
*
```


S:
C2H3N3 | ωB97M-V/def2-TZVPD

The calculation puts the HOMO-LUMO gap (spin up / spin down) at 8.46 / 8.46 eV.

ORCA input file:
```
! RIJCOSX wB97M-V def2-TZVPD def2/J DEFGRID3
* xyz 0 1
C -0.65972 -0.58455 -1.27571
C -0.37879 0.20533 -0.13887
N -0.90152 -1.25375 -2.17348
N 0.78703 -0.27540 1.71701
N 0.82112 0.00820 0.50148
H -0.15835 1.75426 -1.15050
H -1.25234 0.52158 0.43487
H 1.74257 -0.37567 2.08520
*
```


We find R to be the most stable, with the next structure 1.468 eV higher.


P:
C5H13N2 | ωB97M-V/def2-TZVPD

Its SMILES is C=C([NH3+])C[C@H](C)N. The calculation puts the HOMO-LUMO gap at 9.31 eV.

ORCA input file:
```
! RIJCOSX wB97M-V def2-TZVPD def2/J DEFGRID3
* xyz 1 1
C 0.67175 -0.88618 2.33233
C 0.79008 -0.19711 1.20549
N 1.89498 0.89389 1.07289
C 0.22378 -0.58802 -0.12884
C -1.05993 0.09317 -0.74655
C -1.81481 -0.85623 -1.76595
N -0.71806 1.29061 -1.55392
H 0.83774 -0.51313 3.37041
H 0.20735 -1.83976 2.31099
H 1.58237 1.68779 0.45349
H 2.14268 1.39473 1.91978
H 2.65132 0.24673 0.86106
H 0.99444 -0.23710 -0.84284
H 0.09804 -1.69510 -0.01401
H -1.69923 0.39300 0.14178
H -1.10667 -1.11276 -2.68316
H -1.98740 -1.87677 -1.44156
H -2.77645 -0.35937 -2.10366
H -1.37454 2.06846 -1.50345
H -0.67326 1.15796 -2.48041
*
```


Q:
C5H13N2 | ωB97M-V/def2-TZVPD

Its SMILES is C[N@H+]1CC[C@]1(C)N. The calculation puts the HOMO-LUMO gap at 11.54 eV.

ORCA input file:
```
! RIJCOSX wB97M-V def2-TZVPD def2/J DEFGRID3
* xyz 1 1
C -0.49518 -0.98642 1.75237
N -0.02045 0.19864 1.00690
C 1.50020 0.27505 0.64590
C 1.23579 0.72594 -0.69856
C -0.32009 0.23861 -0.62402
C -0.64628 -0.97510 -1.49916
N -1.14815 1.25567 -1.03095
H -0.34630 -1.89597 1.10291
H 0.14523 -1.00255 2.67340
H -1.60880 -0.88436 2.10588
H -0.31535 1.16473 1.38069
H 1.95550 -0.72630 0.72052
H 2.06686 0.91739 1.30164
H 1.38510 1.82415 -0.95953
H 1.95134 0.27103 -1.31709
H -1.42900 -1.48369 -0.96067
H 0.17318 -1.61911 -1.87581
H -1.13096 -0.48441 -2.29784
H -0.89432 2.14487 -0.68254
H -2.05832 1.04183 -0.74403
*
```


R:
C5H13N2 | ωB97M-V/def2-TZVPD

Its SMILES is N/C=C/CCC[NH3+]. The calculation puts the HOMO-LUMO gap at 8.34 eV.

ORCA input file:
```
! RIJCOSX wB97M-V def2-TZVPD def2/J DEFGRID3
* xyz 1 1
N 2.80886 -0.26077 -0.14545
C 1.73581 -0.92780 0.32331
C 0.47574 -0.92329 -0.22465
C -0.75549 -1.09615 0.67876
C -1.88674 -0.09326 0.45859
C -1.41090 1.34301 0.25216
N -0.84168 1.52527 -1.12554
H 3.59333 -0.06932 0.44973
H 2.85636 0.07314 -1.09838
H 1.96068 -1.61489 1.13805
H 0.28022 -1.17996 -1.26438
H -0.35338 -1.14025 1.69432
H -1.19955 -2.09142 0.55370
H -2.55364 -0.31826 -0.36703
H -2.53273 -0.14633 1.33856
H -2.14100 2.10851 0.45594
H -0.55264 1.48414 0.90799
H -0.02188 0.85835 -1.10785
H -0.63516 2.50664 -1.29160
H -1.49997 1.20667 -1.84352
*
```


We find R to be the most stable, with the next structure 0.347 eV higher.